No. 1
Below is a 2-piece molecular cluster, C12H13O2S overall, with properties calculated with ωB97M-V/def2-TZVPD.

Output
max |F|: 5.0 eV/A
frontier orbital gap: 5.4 eV

```
! wB97M-V def2-TZVPD RIJCOSX def2/J DEFGRID3
* xyz -1 1
C 2.8520 -2.2539 0.6110
C 2.0315 -2.3935 -0.5045
C 2.7128 -1.2001 1.4537
C 0.9163 -1.5231 -0.6566
C 1.7440 -0.2349 1.3052
C 0.7941 -0.4236 0.1705
C -3.0984 -1.8934 -1.0155
C -1.4806 2.5666 0.9321
C -0.8504 1.9222 2.1155
C -0.1792 1.8051 0.7898
C -0.8446 0.8827 -2.8139
C -0.2130 0.5624 -0.0641
O -3.6350 -1.6314 -0.0068
O -2.7943 -2.4036 -2.0322
S -1.4965 0.2805 -1.1170
H 3.5402 -3.0680 0.9078
H 2.0108 -3.0930 -1.3296
H 3.2535 -1.1682 2.3615
H 0.2087 -1.7270 -1.3445
H 1.4280 0.4965 2.0263
H -2.3640 2.0933 0.7328
H -1.6358 3.6008 0.7281
H -0.4247 2.5282 2.8955
H -1.1224 0.9683 2.4911
H 0.6758 2.4927 0.5456
H 0.2105 1.2224 -2.6061
H -1.5357 1.7171 -3.1731
H -0.7038 -0.1253 -3.4024
*
```

=====

No. 2
Below is one molecule with the formula C12H13PS, with properties calculated with ωB97M-V/def2-TZVPD.

Output
max |F|: 4.0 eV/A
frontier orbital gap: 7.4 eV
structure (SMILES): CC1=CC=C(C)P1(=S)c1ccccc1

```
! wB97M-V def2-TZVPD RIJCOSX def2/J DEFGRID3
* xyz 0 1
C 3.6854 0.6009 -0.2085
C 2.9226 -0.4360 0.4116
C 2.9593 1.5481 -0.8732
C 1.5560 -0.4055 0.5273
C 1.5838 1.6317 -0.7256
C 0.8584 0.6578 -0.0943
C -2.3697 -1.6055 -0.3893
C -2.2241 -1.3268 1.0012
C -1.6562 -0.6977 -1.1688
C -1.5206 -0.2181 1.4553
C -1.2816 -0.6961 -2.5917
C -1.5281 0.3282 2.8608
P -0.9428 0.6278 -0.0232
S -1.8270 2.7240 -0.4281
H 4.7908 0.2947 -0.4690
H 3.4615 -1.1753 1.0244
H 3.6406 2.3425 -1.3528
H 1.1099 -1.2033 1.0989
H 1.0667 2.2907 -1.4830
H -3.0022 -2.4101 -0.6358
H -2.7604 -1.9343 1.7491
H -0.3119 -1.3146 -2.7629
H -1.3774 0.2744 -2.9994
H -2.1269 -1.1907 -3.2345
H -0.6932 -0.0100 3.4742
H -2.4912 -0.0822 3.2040
H -1.5219 1.3854 2.6333
*
```

=====

No. 3
Below is C12H14BBaF4IN2 as an isolated structure, with properties calculated with ωB97M-V/def2-TZVPD.

Output
max |F|: 1.2 eV/A
frontier orbital gap: 7.0 eV

```
! wB97M-V def2-TZVPD RIJCOSX def2/J DEFGRID3
* xyz 0 1
C 2.9473 3.6312 1.2927
C 4.0382 2.6249 0.9030
H 2.5461 4.1670 0.4231
H 3.3686 4.3902 1.9633
H 2.0957 3.2051 1.8708
H 3.7339 1.8650 0.1635
H 4.8725 3.1691 0.4315
H 4.4740 2.1317 1.7876
C -2.7158 1.1514 -0.4077
C -3.9470 1.0141 -1.0706
C -4.1579 -0.1270 -1.8556
C -3.1561 -1.0825 -1.9446
H -2.5019 1.9873 0.2756
H -4.6838 1.8023 -0.9555
H -5.0754 -0.2817 -2.4116
H -3.2676 -1.9988 -2.5255
N -1.7002 0.2917 -0.5682
C -1.9279 -0.8281 -1.2932
C -0.8343 -1.8206 -1.3895
N 0.3379 -1.4977 -0.7973
C 1.2646 -2.4540 -0.6511
C 0.0262 -3.9739 -2.0530
C 1.1788 -3.6884 -1.3189
H 2.1034 -2.2300 0.0249
H 2.0314 -4.3582 -1.2848
C -1.0141 -3.0499 -2.0545
H -1.9313 -3.1925 -2.6220
H -0.0729 -4.8560 -2.6759
Ba 1.1240 1.0061 0.7965
I -0.3796 3.9969 1.1395
F 0.1901 -0.9420 2.1565
B 0.1902 -0.2161 3.4375
F 0.1385 -1.0708 4.4905
F 1.4994 0.4670 3.3882
F -0.7950 0.7673 3.3346
*
```

=====

No. 4
Below is C12H14BCl3N6O2Os as an isolated structure, with properties calculated with ωB97M-V/def2-TZVPD.

Output
max |F|: 3.7 eV/A
expectation value of S²: 6.0354
frontier orbital gap (spin up / spin down): 7.6 / 5.6 eV

```
! wB97M-V def2-TZVPD RIJCOSX def2/J DEFGRID3
* xyz 2 5
H 1.6214 3.5148 1.0145
N 0.9498 1.8789 -0.2002
B -0.2018 0.5100 -2.1776
N 0.2758 1.8131 -1.4486
C 0.3291 3.0426 -1.9982
Os 2.2579 0.6715 0.5652
H 0.0086 3.1757 -3.0237
C 0.8889 3.9426 -1.0919
H 1.0710 4.9947 -1.2367
C 1.2031 3.2202 0.0563
H -0.0270 0.7075 -3.3629
C -2.3108 -2.7337 3.3963
H -1.8326 -2.8982 4.3683
H -1.5732 -2.2887 2.7177
H -2.6248 -3.7041 2.9956
N -1.7429 0.1126 -2.0572
N 0.7675 -0.6554 -1.7847
N -2.5110 0.1457 -0.9136
N 1.4864 -0.7302 -0.5741
C -2.5245 -0.2667 -3.1087
C 1.2413 -1.6267 -2.5882
H -2.1219 -0.2769 -4.1118
H 0.9592 -1.6343 -3.6330
C -3.8106 -0.5318 -2.6356
C 2.1416 -2.4203 -1.8829
C -3.7567 -0.2489 -1.2482
C 2.2066 -1.9087 -0.5869
H -4.6461 -0.8806 -3.2092
H 2.7154 -3.2525 -2.2444
H -4.5779 -0.3138 -0.5350
H 2.7408 -2.2265 0.3023
H -3.1357 -2.1080 3.5016
Cl 1.3000 1.9294 4.8810
C 2.0662 0.3830 4.4434
Cl 3.7254 0.2686 5.0758
Cl 1.0621 -1.0055 4.8968
C 2.1177 0.4213 2.9177
O 1.1559 0.0063 2.1963
O 3.1061 0.9731 2.3245
*
```

=====

No. 5
Below is C12H14Cl5IrNO4S as an isolated structure, with properties calculated with ωB97M-V/def2-TZVPD.

Output
max |F|: 1.4 eV/A
expectation value of S²: 0.7638
frontier orbital gap (spin up / spin down): 5.7 / 5.1 eV

```
! wB97M-V def2-TZVPD RIJCOSX def2/J DEFGRID3
* xyz 2 2
Ir -0.0787 -0.1972 -0.3274
C 1.6358 2.3430 0.1196
O 1.2383 1.3279 -0.8677
C 2.3428 0.8019 -1.6971
C 2.9027 -0.4491 -1.0435
O 1.7770 -1.3570 -0.9484
C 1.8979 -2.5467 -0.1374
C 1.3818 -2.2627 1.2610
O 0.0335 -1.7201 1.1764
C -1.0563 -2.6846 1.3085
H 2.1754 3.1175 -0.4198
H 2.2566 1.8824 0.8883
H 0.7168 2.7449 0.5398
H 3.0707 1.6007 -1.8230
H 1.8922 0.5542 -2.6600
H 3.3306 -0.2615 -0.0545
H 3.6618 -0.8957 -1.6888
H 2.9274 -2.9033 -0.1456
H 1.2682 -3.2890 -0.6280
H 1.9673 -1.4902 1.7625
H 1.3541 -3.1506 1.8911
H -0.9482 -3.1739 2.2748
H -1.0214 -3.4016 0.4904
H -1.9766 -2.1099 1.2780
Cl -0.5535 1.0303 2.7550
C -1.8008 1.3320 1.6033
C -1.6012 0.9705 0.2681
C -2.4641 1.4927 -0.6927
Cl -2.0519 1.2653 -2.3458
C -3.5965 2.2224 -0.3416
Cl -4.6627 2.8004 -1.5358
C -3.8378 2.4877 1.0188
Cl -5.2152 3.3654 1.4773
C -2.9129 2.0752 1.9932
Cl -3.1358 2.4997 3.6312
O 0.5017 -0.9950 -3.6963
S -0.5905 -1.6980 -3.0697
N -0.8284 -1.3281 -1.6141
*
```

=====

No. 6
Below is a 2-piece molecular cluster, C12H14ClN2O overall, with properties calculated with ωB97M-V/def2-TZVPD.

Output
max |F|: 1.7 eV/A
frontier orbital gap: 6.7 eV

```
! wB97M-V def2-TZVPD RIJCOSX def2/J DEFGRID3
* xyz 1 1
N -1.0762 -0.2118 -2.2454
N -2.1290 0.5504 -1.7723
C -2.8924 1.2049 -2.7050
O -2.8096 0.9909 -3.8881
H -1.3764 -0.9666 -2.8468
H -0.4164 0.3255 -2.7933
H -1.8722 1.0183 -0.8973
H -3.5854 1.9745 -2.3870
Cl 1.3586 4.7776 1.8398
C 1.1018 3.1140 1.5135
C 0.0164 2.4496 2.0867
C -0.1791 1.1170 1.8498
C 0.7085 0.3875 1.0206
C 0.5329 -0.9953 0.7958
C 1.3971 -1.8344 -0.1068
C 0.8311 -3.2621 0.0246
C -0.3132 -3.1253 0.9782
C -0.4467 -1.8409 1.3834
C 1.7936 1.0905 0.4380
C 1.9851 2.4207 0.6849
H -0.6536 3.0047 2.7231
H -1.0139 0.6136 2.3044
H 1.3460 -1.4685 -1.1389
H 2.4467 -1.7823 0.2040
H 0.4890 -3.6541 -0.9421
H 1.5840 -3.9584 0.4167
H -0.9366 -3.9372 1.3121
H -1.1903 -1.5114 2.0860
H 2.4816 0.5597 -0.1947
H 2.8189 2.9489 0.2561
*
```